ORCA calculation (ωB97M-V/def2-TZVPD) on a 10-piece molecular cluster, C28H59Cl8N3O6 overall at a distorted geometry.

```
104
Properties=species:S:1:pos:R:3:forces:R:3
Cl -4.506 0.855 0.760 0.078 0.357 0.002
Cl -6.314 -1.056 1.940 -0.223 0.434 -0.124
Cl 5.403 -0.638 0.544 -0.249 0.080 -0.024
Cl 1.349 -4.978 -3.442 0.018 0.114 -0.659
Cl -2.195 -3.199 -1.132 -0.163 0.639 0.199
Cl -3.660 -0.819 -2.373 0.533 -0.297 0.398
Cl 3.317 -3.544 -5.067 0.617 -0.171 -0.176
Cl 3.718 0.536 2.634 -0.116 0.072 0.214
O -0.395 5.637 -4.601 -0.933 0.802 -0.440
O -0.346 3.263 -0.643 0.711 0.812 -1.122
O 2.513 3.201 0.143 0.203 -0.264 -0.252
O -0.006 2.755 -4.174 -1.250 0.335 0.828
O 1.925 -0.532 -1.612 0.790 -0.367 -0.552
O 0.552 0.008 0.891 -0.262 0.632 1.770
N -4.008 -2.231 4.788 -1.470 -0.099 1.883
N -0.990 3.780 7.373 -0.094 0.543 0.207
N -2.726 -7.617 0.812 2.463 -0.506 0.174
C -6.182 0.596 1.250 0.410 -0.971 0.316
C 2.501 -1.230 -2.730 0.036 -0.510 0.170
C 3.766 2.681 -0.228 1.798 0.339 1.706
C 0.604 4.366 -0.844 -0.807 -1.362 -0.417
C 0.662 -0.992 -1.199 -0.754 -1.006 -1.199
C -1.650 3.694 -1.051 0.349 -1.569 -0.053
C -0.161 -8.159 1.037 -0.107 -0.789 -0.427
C -1.111 -2.785 2.873 0.844 0.675 -0.525
C 0.066 3.421 -5.405 1.376 0.795 0.651
C 0.683 -6.941 1.371 0.237 -0.149 0.113
C -3.729 -2.318 -1.357 0.063 0.320 -1.127
C -0.030 0.042 -0.369 0.385 -0.419 -0.676
C -0.433 1.671 5.944 -1.376 0.298 -0.622
C -3.352 -2.063 3.882 1.768 -0.220 -1.567
C -1.587 -7.865 0.903 -2.519 0.613 -0.177
C 2.059 3.902 -0.977 -1.891 1.573 1.344
C 1.956 2.303 5.271 0.260 0.893 -0.794
C 3.744 -0.491 1.203 0.286 -0.073 -0.217
C 1.753 -4.365 -5.104 0.504 0.353 1.485
C -0.736 2.882 6.712 0.347 -0.733 -0.011
C 0.056 1.128 1.712 2.426 -1.441 -0.867
C -0.268 -2.149 3.987 0.099 -0.275 0.377
C -1.233 6.800 -4.723 0.072 -0.065 1.714
C 0.719 -6.029 0.148 0.399 -0.263 -0.595
C 1.049 1.900 -3.822 -0.396 -0.286 -1.520
C -0.872 4.599 -5.439 0.234 0.355 0.241
C 0.995 1.271 5.818 1.333 -1.274 0.514
C -2.449 -2.016 2.738 0.252 -0.367 -1.158
H 1.452 -5.211 0.151 0.019 -0.416 0.233
H -0.203 2.765 -6.197 -0.096 -0.795 -0.978
H -0.207 -1.081 3.729 0.171 -0.243 0.313
H 0.792 1.436 -2.875 0.195 0.042 -0.004
H 1.115 3.776 -5.529 -0.489 -0.065 -0.307
H -0.990 1.075 1.681 -1.739 0.399 -0.032
H 1.702 2.590 4.216 0.269 -0.360 0.810
H 3.391 -0.658 -2.993 -0.087 -0.037 -0.120
H -2.113 -0.984 2.575 -0.610 -0.062 -0.204
H 2.191 3.332 -1.846 0.190 -0.809 -1.410
H -6.802 0.659 0.385 -0.329 -0.077 -0.557
H -1.059 0.857 6.325 0.171 0.068 0.189
H 0.403 0.916 2.725 0.114 0.268 -0.112
H -1.065 7.482 -5.525 0.902 0.063 -1.191
H 0.488 2.032 1.272 -0.385 0.101 0.451
H 3.087 -0.078 0.438 0.119 -0.102 0.162
H -1.114 -0.128 -0.337 -0.033 -0.018 -0.015
H 4.524 3.463 -0.551 -1.014 -0.441 0.204
H -2.327 2.838 -0.943 0.211 0.033 0.000
H -1.854 4.285 -5.110 -0.469 -0.225 0.246
H 1.026 0.413 5.101 -0.053 0.437 0.683
H -0.054 -8.954 1.777 -0.022 0.088 0.058
H 1.370 0.880 6.800 -0.266 0.321 -0.764
H 0.105 -1.230 -2.138 -0.147 0.143 0.699
H -4.283 -2.969 -2.020 -0.535 -0.166 0.646
H 0.267 4.861 -1.777 0.604 0.077 0.391
H -1.032 7.381 -3.820 -0.160 -0.052 0.011
H 2.831 -2.284 -2.547 -0.338 0.789 0.505
H 0.703 -1.907 -0.598 0.332 -0.263 -0.116
H 4.209 2.235 0.695 -0.380 0.109 -0.912
H 0.907 -6.689 -0.736 0.069 0.708 0.478
H 0.763 -2.551 4.051 -0.539 0.168 -0.212
H 1.964 2.471 -3.789 0.620 0.109 0.311
H 2.053 3.248 5.821 -0.500 -0.259 0.187
H 1.178 1.137 -4.624 0.007 0.055 0.539
H -0.506 -2.580 1.959 -0.737 0.021 0.239
H 1.842 -1.330 -3.626 0.011 0.531 0.661
H 0.505 5.027 0.006 -0.007 0.424 0.272
H 0.179 -8.584 0.074 -0.148 0.095 0.377
H -1.003 5.023 -6.435 0.237 -0.377 -0.401
H -4.188 -1.999 -0.422 0.130 -0.478 -0.078
H -0.707 -2.253 4.995 0.014 0.066 -0.419
H 1.668 -7.340 1.648 -0.042 0.344 -0.226
H 0.199 0.968 -0.845 -0.312 1.109 -0.276
H 2.964 1.892 5.302 0.034 -0.127 -0.320
H -1.941 4.414 -0.342 -0.797 1.355 0.645
H -2.316 6.633 -4.778 0.119 -0.715 0.288
H -0.238 -5.556 -0.027 -0.403 0.009 0.047
H 3.685 1.960 -1.026 -0.100 -0.490 -0.311
H 2.619 4.830 -1.016 0.387 0.357 -0.526
H -1.750 4.046 -2.090 0.516 0.028 0.254
H -1.190 -3.866 2.865 -0.347 -0.187 0.586
H -6.498 1.309 1.986 0.155 0.226 0.373
H -0.820 1.838 4.936 -0.111 0.181 -0.123
H 1.830 -5.229 -5.758 -0.460 0.415 -0.153
H 0.273 -6.489 2.274 0.043 0.331 -0.073
H 3.455 -1.485 1.512 -0.194 -0.074 -0.062
H -3.037 -2.399 1.861 0.592 0.554 0.577
H 1.103 -3.517 -5.281 -0.663 -0.744 -0.542
```
Forces are in eV/Å.

Values from the calculation:
SMILES ... CCCC#N.CCCC#N.CCCC#N.COCCOC.COCCOC.COCCOC.ClCCl.ClCCl.ClCCl.ClCCl
LUMO energy ... 0.300 eV
Frontier orbital gap ... 10.03 eV
HOMO level ... -9.734 eV